1.
# C17H39BBrCaCl2CsF2ILiN7O15P3

C17H39BBrCaCl2CsF2ILiN7O15P3 as an isolated structure (ωB97M-V/def2-TZVPD, the OMol25 dataset).

Geometry (Å):
1 C -2.19 5.79 5.14
2 C -1.42 4.48 5.03
3 O -2.26 3.31 5.11
4 P -3.28 3.10 3.89
5 O -4.57 3.68 4.27
6 C -3.47 1.32 3.66
7 C -4.23 1.13 2.34
8 C -3.26 1.06 1.14
9 C -2.83 -0.35 0.79
10 O -2.98 -1.25 1.82
11 Br -4.12 -0.96 -0.63
12 O -1.57 -0.41 0.15
13 C -0.45 -0.48 0.97
14 F -0.57 0.18 2.15
15 C -0.07 -1.97 1.23
16 C -0.30 -2.44 2.64
17 O 0.17 -2.07 3.63
18 I -1.72 -4.20 2.86
19 C 0.72 0.26 0.18
20 N 0.69 -0.28 -1.20
21 P 1.59 0.48 -2.44
22 N 2.86 1.38 -1.84
23 O 0.56 1.65 -3.08
24 B 0.29 1.83 0.28
25 N -0.78 2.36 -0.43
26 O 0.96 2.67 1.13
27 P 2.41 0.09 1.06
28 N 3.16 -1.29 0.31
29 O 2.12 -0.40 2.61
30 O -2.65 3.71 2.58
31 C -3.50 4.58 1.76
32 C -2.95 4.51 0.35
33 H -2.96 5.88 4.38
34 H -1.50 6.61 5.00
35 H -2.63 5.83 6.13
36 H -0.78 4.47 4.16
37 H -0.77 4.43 5.89
38 H -3.99 0.92 4.53
39 H -2.47 0.87 3.65
40 H -4.81 2.03 2.18
41 H -4.94 0.31 2.36
42 H -2.39 1.63 1.44
43 H -3.74 1.55 0.30
44 H -3.22 -2.09 1.41
45 H 0.95 -2.22 0.95
46 H -0.71 -2.56 0.58
47 H 0.79 -1.29 -1.24
48 H 3.62 1.36 -2.50
49 H 2.60 2.34 -1.63
50 H 1.07 1.97 -3.93
51 H -1.16 1.75 -1.14
52 H -0.65 3.30 -0.77
53 H 0.91 2.36 2.04
54 H 3.56 -1.91 1.01
55 H 2.56 -1.79 -0.32
56 H 2.84 -0.12 3.18
57 H -3.45 5.61 2.07
58 H -4.53 4.24 1.73
59 H -3.20 5.39 -0.22
60 H -3.32 3.63 -0.17
61 H -1.87 4.44 0.38
62 Li -1.19 -5.46 5.01
63 O -1.72 7.31 0.13
64 H -0.77 7.27 0.30
65 Ca -0.06 3.58 -3.88
66 C 5.32 -5.35 -0.71
67 O 5.79 -6.04 -1.61
68 N 5.26 -5.69 0.58
69 N 4.79 -4.09 -1.00
70 H 4.88 -5.10 1.28
71 H 5.64 -6.58 0.85
72 H 4.82 -3.80 -1.96
73 H 4.39 -3.48 -0.32
74 O 8.46 -7.09 -5.68
75 Cl 7.51 -6.75 -4.48
76 O 8.25 -6.96 -3.31
77 O 6.39 -7.60 -4.58
78 O 7.18 -5.39 -4.67
79 N -1.49 -1.13 -6.39
80 C -1.27 -1.17 -5.04
81 C -2.48 -1.31 -4.41
82 C -3.47 -1.37 -5.43
83 C -2.83 -1.26 -6.63
84 H -0.78 -1.02 -7.10
85 H -0.27 -1.09 -4.64
86 H -2.64 -1.37 -3.35
87 H -4.53 -1.48 -5.29
88 H -3.21 -1.26 -7.64
89 F 6.61 -5.95 2.41
90 Cs 0.86 -2.23 -4.50
91 Cl 8.39 -8.56 -6.85

Output
HOMO level ... -4.79 eV
E_tot ... -215743.54110 eV
HOMO-LUMO gap ... 1.70 eV

=====

2.
# CH6BNO

A 2-piece molecular cluster, CH6BNO overall (ωB97M-V/def2-TZVPD, the OMol25 dataset).

Geometry (Å):
1 C -1.50 -0.65 0.11
2 B -0.47 0.49 0.10
3 N 0.37 1.41 0.10
4 H -1.15 -1.49 0.71
5 H -1.69 -1.02 -0.90
6 H -2.45 -0.32 0.53
7 H 1.02 2.16 0.10
8 O 2.66 -0.45 0.00
9 H 2.67 -0.02 0.87
10 H 1.87 -0.12 -0.43

Output
SMILES ... CB=N.O
HOMO level ... -10.79 eV
E_tot ... -5348.74090 eV
HOMO-LUMO gap ... 11.21 eV

=====

3.
# C45H95N6O8

A 6-piece molecular cluster, C45H95N6O8 overall (ωB97M-V/def2-TZVPD, the OMol25 dataset).

Geometry (Å):
1 N -20.45 17.22 -6.95
2 O -20.57 18.25 -6.27
3 O -19.71 16.42 -6.44
4 O -21.14 17.08 -7.96
5 C -16.17 20.55 -2.69
6 C -16.06 21.15 -4.08
7 C -14.63 20.82 -4.57
8 C -14.34 21.06 -6.08
9 C -15.36 20.21 -6.95
10 C -16.81 20.58 -6.47
11 N -16.97 20.49 -4.99
12 O -18.29 20.72 -4.53
13 C -17.17 21.98 -7.02
14 C -17.71 19.44 -7.00
15 C -16.22 22.75 -4.07
16 H -16.32 19.50 -2.47
17 H -16.90 21.17 -2.17
18 H -15.23 20.74 -2.18
19 H -14.09 21.66 -4.14
20 H -14.17 19.92 -4.17
21 H -13.27 20.99 -6.28
22 H -14.44 22.12 -6.33
23 H -15.04 19.19 -6.75
24 H -15.29 20.44 -8.01
25 H -16.94 22.11 -8.08
26 H -18.25 21.99 -6.96
27 H -16.78 22.81 -6.43
28 H -17.48 18.58 -6.38
29 H -18.74 19.79 -7.00
30 H -17.49 19.09 -8.01
31 H -15.53 23.21 -4.77
32 H -15.82 23.22 -3.18
33 H -17.10 23.29 -4.44
34 H -18.52 21.54 -4.97
35 C -21.13 12.90 -6.58
36 C -22.28 12.40 -5.63
37 C -23.63 12.47 -6.41
38 C -24.08 11.37 -7.43
39 C -23.73 10.00 -6.88
40 C -22.33 9.90 -6.35
41 N -22.18 10.91 -5.27
42 O -21.15 10.70 -4.44
43 C -22.25 8.46 -5.76
44 C -21.43 10.00 -7.62
45 C -22.37 13.23 -4.29
46 H -20.31 12.19 -6.51
47 H -20.73 13.82 -6.16
48 H -21.38 13.17 -7.61
49 H -24.45 12.63 -5.71
50 H -23.55 13.39 -7.00
51 H -23.61 11.62 -8.38
52 H -25.09 11.30 -7.84
53 H -24.04 9.20 -7.54
54 H -24.48 9.98 -6.08
55 H -21.19 8.18 -5.74
56 H -22.36 8.35 -4.68
57 H -22.63 7.66 -6.39
58 H -20.37 9.80 -7.50
59 H -21.86 9.27 -8.31
60 H -21.52 10.97 -8.10
61 H -22.33 14.26 -4.64
62 H -21.48 13.10 -3.66
63 H -23.23 12.96 -3.68
64 H -21.48 10.06 -3.81
65 C -21.21 15.39 -14.50
66 C -21.22 15.19 -12.92
67 C -22.73 14.90 -12.64
68 C -23.07 14.36 -11.28
69 C -22.14 13.18 -10.99
70 C -20.57 13.47 -11.15
71 N -20.31 14.07 -12.51
72 O -18.98 14.26 -12.83
73 C -20.01 14.36 -9.98
74 C -19.87 12.12 -11.15
75 C -20.83 16.46 -12.29
76 H -20.25 15.24 -14.99
77 H -21.72 16.30 -14.82
78 H -21.78 14.61 -15.02
79 H -23.24 15.83 -12.86
80 H -23.04 14.14 -13.36
81 H -24.14 14.16 -11.23
82 H -22.82 14.99 -10.43
83 H -22.38 12.40 -11.71
84 H -22.28 12.68 -10.03
85 H -19.45 13.91 -9.16
86 H -19.25 15.00 -10.42
87 H -20.68 15.10 -9.56
88 H -19.73 11.75 -12.17
89 H -18.87 12.06 -10.72
90 H -20.30 11.38 -10.47
91 H -21.34 17.29 -12.78
92 H -19.78 16.74 -12.44
93 H -21.13 16.39 -11.24
94 H -18.94 15.18 -12.56
95 C -24.77 21.61 -7.82
96 C -23.69 21.60 -8.87
97 C -22.40 21.02 -8.21
98 C -21.28 20.60 -9.26
99 C -21.72 19.79 -10.39
100 C -22.94 20.37 -11.07
101 N -23.97 20.80 -10.07
102 O -25.25 20.99 -10.64
103 C -22.59 21.63 -11.96
104 C -23.58 19.37 -12.11
105 C -23.58 23.11 -9.18
106 H -25.01 20.57 -7.62
107 H -25.68 22.16 -8.02
108 H -24.43 22.03 -6.87
109 H -22.00 21.72 -7.47
110 H -22.63 20.17 -7.58
111 H -20.49 20.06 -8.74
112 H -20.77 21.50 -9.61
113 H -22.09 18.85 -9.99
114 H -20.97 19.43 -11.09
115 H -21.79 22.18 -11.47
116 H -22.34 21.26 -12.96
117 H -23.40 22.33 -12.12
118 H -23.94 18.53 -11.51
119 H -24.41 19.73 -12.72
120 H -22.84 18.98 -12.81
121 H -22.92 23.77 -8.62
122 H -24.55 23.61 -9.19
123 H -23.52 23.33 -10.25
124 H -25.70 20.15 -10.72
125 C -24.14 17.62 -1.28
126 C -23.46 17.47 -2.74
127 C -24.48 17.47 -3.98
128 C -24.97 18.86 -4.38
129 C -23.71 19.68 -4.47
130 C -22.67 19.84 -3.30
131 N -22.38 18.47 -2.92
132 O -21.34 18.41 -1.93
133 C -21.48 20.57 -3.92
134 C -23.22 20.68 -2.05
135 C -22.81 16.10 -2.94
136 H -24.86 16.80 -1.22
137 H -24.63 18.59 -1.31
138 H -23.52 17.61 -0.39
139 H -23.94 16.98 -4.80
140 H -25.33 16.78 -3.92
141 H -25.66 19.20 -3.60
142 H -25.36 18.76 -5.39
143 H -24.19 20.65 -4.35
144 H -23.21 19.68 -5.44
145 H -20.60 20.73 -3.30
146 H -21.17 20.11 -4.85
147 H -21.76 21.54 -4.33
148 H -24.31 20.66 -2.15
149 H -23.13 20.31 -1.03
150 H -22.86 21.70 -1.98
151 H -22.02 16.13 -3.68
152 H -23.55 15.29 -2.94
153 H -22.35 16.00 -1.95
154 H -21.77 18.71 -1.13

Output
HOMO level ... -4.70 eV
E_tot ... -73512.32934 eV
Charge ... -1
HOMO-LUMO gap ... 7.08 eV

=====

4.
# C36H90AgF2N7O16S2

C36H90AgF2N7O16S2 as an isolated structure (ωB97M-V/def2-TZVPD, the OMol25 dataset).

Geometry (Å):
1 Ag -0.61 -0.43 -4.55
2 N -0.35 -0.63 -2.43
3 S 0.64 -0.43 -1.35
4 O 1.01 -1.58 -0.51
5 O 0.73 0.92 -0.84
6 F 1.89 -0.44 -2.35
7 S -1.59 -0.88 -1.23
8 O -2.00 0.24 -0.37
9 O -1.76 -2.26 -0.78
10 F -2.77 -0.83 -2.35
11 C -2.50 3.13 1.56
12 O -3.11 2.44 2.62
13 C -4.54 2.48 2.76
14 C -5.29 2.03 1.45
15 N -6.64 1.58 1.71
16 C -6.73 0.26 2.40
17 C -8.15 -0.14 2.68
18 O -8.75 0.58 3.73
19 C -10.10 0.21 4.01
20 H -2.72 2.87 0.52
21 H -1.42 3.10 1.46
22 H -2.71 4.20 1.62
23 H -4.71 3.54 2.96
24 H -4.91 2.03 3.69
25 H -4.78 1.14 1.07
26 H -5.31 2.75 0.64
27 H -6.97 2.27 2.37
28 H -6.15 0.19 3.32
29 H -6.33 -0.47 1.71
30 H -8.02 -1.15 3.07
31 H -8.69 -0.28 1.74
32 H -10.23 -0.68 4.62
33 H -10.80 0.16 3.18
34 H -10.54 1.05 4.55
35 C -0.43 -3.19 6.79
36 O -0.58 -3.29 5.40
37 C 0.50 -2.69 4.67
38 C 0.21 -2.90 3.20
39 N -0.17 -4.28 2.97
40 C -0.84 -4.51 1.65
41 C -1.23 -5.96 1.59
42 O -2.32 -6.27 2.47
43 C -2.48 -7.65 2.74
44 H 0.42 -3.78 7.11
45 H -1.34 -3.57 7.25
46 H -0.27 -2.16 7.10
47 H 1.45 -3.13 4.96
48 H 0.62 -1.64 4.95
49 H 1.14 -2.69 2.68
50 H -0.57 -2.21 2.89
51 H -0.87 -4.46 3.68
52 H -0.18 -4.24 0.83
53 H -1.70 -3.85 1.48
54 H -0.37 -6.58 1.84
55 H -1.57 -6.22 0.58
56 H -3.20 -8.10 2.05
57 H -2.77 -7.84 3.78
58 H -1.56 -8.23 2.72
59 C 10.81 -5.10 -2.24
60 O 9.59 -4.89 -2.81
61 C 9.54 -3.91 -3.85
62 C 8.12 -3.72 -4.31
63 N 7.38 -2.81 -3.41
64 C 5.94 -2.84 -3.64
65 C 5.09 -2.24 -2.51
66 O 5.36 -2.84 -1.25
67 C 4.71 -2.25 -0.14
68 H 11.41 -4.25 -1.92
69 H 11.32 -5.80 -2.91
70 H 10.66 -5.70 -1.34
71 H 10.08 -4.31 -4.71
72 H 9.96 -2.98 -3.47
73 H 7.66 -4.71 -4.33
74 H 8.18 -3.29 -5.31
75 H 7.56 -3.01 -2.44
76 H 5.60 -3.87 -3.58
77 H 5.67 -2.41 -4.60
78 H 4.03 -2.28 -2.72
79 H 5.33 -1.18 -2.40
80 H 5.35 -2.49 0.70
81 H 3.70 -2.55 0.13
82 H 4.66 -1.16 -0.18
83 C 0.87 4.14 -2.43
84 O 0.13 5.27 -2.08
85 C -0.46 5.30 -0.80
86 C -1.22 6.69 -0.64
87 N -1.90 6.93 0.66
88 C -0.94 6.88 1.75
89 C -1.66 7.17 3.04
90 O -2.16 8.51 3.18
91 C -3.10 8.73 4.28
92 H 0.22 3.27 -2.52
93 H 1.62 3.97 -1.66
94 H 1.42 4.29 -3.35
95 H 0.30 5.10 -0.05
96 H -1.18 4.49 -0.64
97 H -1.90 6.87 -1.47
98 H -0.43 7.43 -0.73
99 H -2.40 7.80 0.71
100 H -0.15 7.63 1.66
101 H -0.45 5.90 1.74
102 H -1.02 6.99 3.90
103 H -2.45 6.43 3.15
104 H -3.58 9.71 4.20
105 H -2.56 8.78 5.23
106 H -3.84 7.93 4.31
107 C -0.62 0.63 2.85
108 O 0.37 0.31 1.90
109 C 1.69 0.43 2.35
110 C 2.31 1.86 2.21
111 N 2.57 2.24 0.84
112 C 3.70 1.65 0.09
113 C 5.07 1.64 0.88
114 O 6.02 0.95 0.13
115 C 7.15 0.64 0.89
116 H -1.55 0.41 2.32
117 H -0.62 1.64 3.27
118 H -0.58 -0.05 3.70
119 H 2.35 -0.24 1.81
120 H 1.86 0.01 3.34
121 H 3.25 1.90 2.76
122 H 1.66 2.65 2.59
123 H 1.74 1.86 0.42
124 H 3.84 2.15 -0.86
125 H 3.38 0.62 -0.11
126 H 4.97 1.03 1.77
127 H 5.42 2.58 1.30
128 H 7.91 0.08 0.34
129 H 6.87 -0.02 1.71
130 H 7.62 1.55 1.28
131 C -0.78 -3.68 -3.81
132 O -1.35 -2.61 -4.57
133 C -2.04 -3.05 -5.74
134 C -2.82 -1.79 -6.29
135 N -1.83 -0.70 -6.49
136 C -2.53 0.56 -6.76
137 C -3.18 1.22 -5.47
138 O -2.16 1.17 -4.41
139 C -2.61 1.94 -3.28
140 H 0.09 -3.33 -3.25
141 H -0.44 -4.51 -4.43
142 H -1.42 -4.16 -3.08
143 H -2.73 -3.80 -5.35
144 H -1.46 -3.50 -6.54
145 H -3.54 -1.47 -5.54
146 H -3.34 -1.90 -7.24
147 H -1.38 -0.97 -7.35
148 H -3.25 0.50 -7.57
149 H -1.79 1.28 -7.10
150 H -4.01 0.58 -5.16
151 H -3.51 2.22 -5.73
152 H -2.81 2.97 -3.59
153 H -1.85 1.81 -2.51
154 H -3.49 1.55 -2.76

Output
HOMO level (alpha / beta) ... -11.38 / -11.38 eV
Spin multiplicity ... 3
<S²> ... 2.01
E_tot ... -113056.14407 eV
Charge ... +2
HOMO-LUMO gap (alpha / beta) ... 6.65 / 1.93 eV

=====

5.
# C10H10BrDyF

C10H10BrDyF as an isolated structure (ωB97M-V/def2-TZVPD, the OMol25 dataset).

Geometry (Å):
1 C 0.49 -2.26 0.59
2 C 1.54 -1.45 1.09
3 C 0.98 -0.44 1.93
4 H 2.58 -1.75 1.02
5 C -0.44 -0.59 1.93
6 C -0.74 -1.75 1.14
7 H -1.71 -2.16 0.90
8 H 0.64 -3.10 -0.08
9 H 1.57 0.20 2.58
10 H -1.14 0.00 2.54
11 Dy -0.06 -0.06 -0.64
12 Br 0.63 -1.35 -2.81
13 C -3.00 -1.11 -4.29
14 C -3.80 -1.92 -3.43
15 C -3.19 -3.20 -3.33
16 H -4.74 -1.62 -2.98
17 C -2.01 -3.19 -4.12
18 C -1.91 -1.91 -4.75
19 H -1.16 -1.61 -5.46
20 H -3.19 -0.09 -4.60
21 H -3.57 -4.05 -2.78
22 H -1.31 -4.01 -4.25
23 F 0.44 1.92 -0.80

Output
HOMO level (alpha / beta) ... -2.53 / -2.54 eV
Spin multiplicity ... 6
<S²> ... 9.36
E_tot ... -107378.25333 eV
Charge ... -1
HOMO-LUMO gap (alpha / beta) ... 4.70 / 4.75 eV